Below is 4 unconnected molecules or ions with the total composition C22H19BIO14 in a non-equilibrium geometry, with properties calculated with the ωB97M-V functional and the def2-TZVPD basis.

Molar mass in g/mol: 645.10
Calculated total energy in a.u.: -2225.71296
ΔE to the lowest compared entry with this formula, charge and spin in kJ/mol: 0.0
LUMO level in eV: -0.32

```
! RIJCOSX wB97M-V def2-TZVPD def2/J DEFGRID3
* xyz -1 1
C -7.865 -6.496 -2.688
B -6.968 -5.245 -3.149
O -7.655 -4.256 -3.946
C -5.522 -5.118 -2.874
C -4.890 -3.757 -2.783
C -5.355 -3.078 -1.510
O -6.387 -2.682 -1.138
I -3.628 -2.870 0.024
H -8.932 -6.252 -2.628
H -7.541 -6.920 -1.735
H -7.778 -7.299 -3.431
H -8.386 -3.876 -3.457
H -5.190 -5.777 -2.064
H -3.803 -3.753 -2.787
H -5.236 -3.098 -3.588
C 0.900 -0.030 -1.999
C -0.344 -0.477 -2.245
C -0.611 -1.661 -3.163
O -1.776 -1.958 -3.316
C 0.515 -2.337 -3.780
C 1.749 -1.884 -3.525
C 2.010 -0.701 -2.614
O 3.186 -0.392 -2.460
O 2.860 -2.404 -4.031
O -1.433 0.041 -1.723
H 1.108 0.806 -1.349
H 0.317 -3.177 -4.429
H 3.589 -1.866 -3.660
H -2.184 -0.523 -2.014
C 4.648 1.255 0.079
C 3.761 1.040 1.064
C 4.153 1.036 2.532
O 3.261 0.836 3.336
C 5.537 1.266 2.883
C 6.420 1.481 1.899
C 6.023 1.495 0.432
O 6.929 1.712 -0.356
O 7.711 1.700 2.086
O 2.476 0.817 0.853
H 4.366 1.241 -0.965
H 5.813 1.253 3.928
H 8.085 1.821 1.188
H 2.060 0.700 1.732
C 0.410 6.235 3.661
C 0.881 6.107 4.909
C 1.509 4.821 5.419
O 1.914 4.849 6.569
C 1.585 3.682 4.538
C 1.108 3.810 3.291
C 0.501 5.100 2.770
O 0.127 5.089 1.612
O 1.126 2.838 2.396
O 0.859 7.067 5.818
H -0.035 7.148 3.291
H 2.023 2.762 4.902
H 0.724 3.198 1.579
H 1.273 6.680 6.617
*
```